No. 1
A molecular structure, C24H65LiN10O12 at a distorted geometry, computed with ωB97M-V/def2-TZVPD.

Geometry as XYZ:
```
112
Properties=species:S:1:pos:R:3:forces:R:3:lowdin_charge:R:1
Li 4.20967 -2.05976 -0.24594 -0.67 0.57 -0.37 0.8446
C -0.91375 -0.92016 -0.76725 -1.35 -0.22 -0.41 -0.0330
C 0.34074 -1.65404 -0.42415 1.14 -0.48 1.13 -0.8611
O 0.89202 -1.43708 0.66677 0.59 1.30 2.34 -0.1195
O 0.84312 -2.49331 -1.17929 0.05 -0.95 -2.45 -0.0994
H -0.71390 -0.12775 -1.48853 -0.09 -0.19 -0.22 0.0700
H -1.51169 -0.49257 0.03757 0.74 0.14 0.47 0.0646
H -1.60260 -1.66794 -1.16020 0.05 0.14 -0.71 0.0740
C 2.86092 -8.10302 -3.08051 -1.63 0.86 -0.94 -0.8260
O 1.89226 -7.98866 -3.76857 -2.06 -0.82 -1.73 0.0696
N 3.52043 -9.14605 -2.69150 2.01 -5.45 0.48 0.1622
N 3.41619 -7.07778 -2.53363 2.44 5.32 2.41 0.1463
H 4.41641 -8.99569 -2.25024 -0.31 -0.48 -0.22 0.1060
H 3.40639 -10.03757 -3.15224 -0.14 0.22 0.10 0.1247
H 4.21667 -7.23434 -1.93797 -0.36 0.73 -0.06 0.1010
H 3.01192 -6.15424 -2.59468 0.04 -0.35 -0.06 0.1204
C 4.10985 -2.78066 5.73078 1.81 -1.95 3.13 -0.7702
O 5.18143 -3.23883 6.12517 -0.23 0.84 0.57 0.0220
N 3.70592 -2.95650 4.53403 -1.47 -0.23 -6.22 0.1514
N 3.10454 -2.30831 6.47573 -0.40 1.46 2.71 0.1521
H 4.22952 -3.53421 3.89201 -0.01 0.40 0.24 0.1210
H 2.99843 -2.32802 4.18108 0.10 -0.45 -0.36 0.1118
H 3.32626 -2.13610 7.44593 -0.31 0.09 -0.19 0.1122
H 2.17401 -2.11115 6.13613 0.44 -0.14 0.11 0.1051
C 0.41104 -5.93962 2.78715 -0.10 -3.58 1.38 -0.7996
O 0.13504 -6.97268 3.38370 0.03 -0.26 -0.01 0.0276
N -0.02635 -4.77719 3.13702 -2.16 4.34 2.31 0.1614
N 1.23808 -5.84953 1.79236 3.33 -0.47 -4.24 0.1647
H -0.23984 -4.74920 4.12380 -0.36 0.30 -0.19 0.1202
H 0.39854 -3.94922 2.74453 -0.15 0.00 0.15 0.1011
H 1.67686 -6.65723 1.37381 -0.50 -0.06 0.30 0.1164
H 1.29189 -5.01917 1.21990 -0.16 -0.05 0.13 0.1042
C 4.98985 2.12458 0.27070 0.29 -3.21 0.39 -0.7702
O 5.31960 0.95016 0.49336 0.79 0.32 0.64 -0.0146
N 5.46246 3.25719 0.69292 2.86 2.43 2.27 0.1734
N 3.98063 2.36106 -0.49602 -3.59 -0.07 -2.88 0.1591
H 6.15813 3.26828 1.42506 -0.09 0.29 -0.31 0.1288
H 5.00845 4.10018 0.37146 0.63 -0.07 0.57 0.1154
H 3.65120 3.31363 -0.56074 -0.68 -0.74 -0.38 0.1150
H 3.42630 1.53711 -0.68023 -0.39 0.64 -0.38 0.1264
C -3.59928 2.55582 7.06555 1.23 -0.69 -0.18 -0.0296
C -3.18163 3.22965 5.68893 -1.09 -0.06 -0.35 -0.4143
C -3.19699 4.77219 5.86215 2.04 0.64 -1.53 -0.1503
C -1.91503 5.45063 6.38845 -0.30 -0.88 0.96 -0.1960
C -0.66314 5.02819 5.62870 -1.79 -1.42 -0.64 -0.1282
C -0.61985 3.42792 5.53176 0.72 -0.04 -1.26 -0.4365
N -1.88195 2.78454 4.99941 -1.03 4.46 0.97 -0.1227
O -1.74532 1.43185 4.72558 0.05 -0.61 0.80 -0.0152
C 0.52272 3.14362 4.43418 -0.24 -0.70 1.58 -0.0378
C -0.27460 2.86699 6.90124 1.02 -0.04 0.12 -0.0436
C -4.32883 3.04212 4.62207 -0.14 -1.00 0.72 -0.0497
H -3.02162 2.78623 7.96072 0.67 0.81 -0.32 0.0567
H -3.38020 1.48895 7.02207 -0.61 -0.29 -0.33 0.0721
H -4.59829 2.74322 7.45919 -0.35 -0.04 -0.92 0.0775
H -3.19711 5.13816 4.83542 -0.49 0.14 -0.27 0.1033
H -4.08525 5.19050 6.33556 -0.03 -0.57 0.22 0.1249
H -1.80130 5.10394 7.41556 0.14 0.45 0.37 0.0923
H -2.05199 6.53199 6.38555 0.04 0.01 0.08 0.1099
H 0.23873 5.45790 6.06469 0.10 -0.44 0.11 0.1160
H -0.74393 5.40625 4.60956 0.09 0.02 -0.19 0.1110
H 0.26031 3.26771 3.38354 -0.45 0.39 0.19 0.0812
H 1.41510 3.72631 4.66271 -0.15 0.33 -0.03 0.0736
H 0.88064 2.11914 4.53634 -0.08 -0.28 0.01 0.0670
H -0.88123 3.29045 7.70173 0.03 0.03 -0.16 0.0632
H -0.31930 1.78162 6.99109 -0.25 -0.05 -0.36 0.0837
H 0.76807 3.12427 7.08766 0.13 0.10 0.34 0.0829
H -5.29851 3.32649 5.03066 0.04 0.24 0.32 0.0766
H -4.48032 1.99853 4.34628 0.32 -0.16 -0.04 0.0694
H -4.21323 3.61576 3.70246 0.51 0.01 0.18 0.0791
H -1.14569 1.47955 3.97741 -0.13 -0.43 -0.41 0.0858
C 0.13342 2.57733 -8.25282 0.27 -0.51 1.20 -0.0229
C 0.06423 1.92528 -6.82152 -0.86 -1.65 0.83 -0.4468
C -0.58403 2.92527 -5.80280 -1.90 0.21 -0.99 -0.1059
C -2.18107 3.04728 -5.80218 2.08 0.67 -1.38 -0.1884
C -2.73678 1.70663 -5.71816 -1.59 -2.16 0.65 -0.2013
C -2.28349 0.55392 -6.64836 0.59 -0.99 -1.15 -0.4176
N -0.77469 0.66470 -6.78825 -0.89 -0.44 0.83 -0.1048
O -0.18824 -0.52073 -7.35374 -0.36 1.27 -0.69 -0.0322
C -2.67710 -0.85463 -5.98876 0.86 1.43 1.02 -0.0261
C -3.10687 0.50403 -7.99284 2.08 0.33 -0.07 -0.0391
C 1.46298 1.50907 -6.19034 -0.38 1.36 -1.59 -0.0354
H 0.81434 3.42838 -8.26519 0.12 0.04 0.09 0.0723
H -0.85714 2.95485 -8.50653 -0.03 -0.16 -0.12 0.0694
H 0.48392 1.85422 -8.98927 -0.16 -0.04 0.02 0.0781
H -0.38517 2.61253 -4.77774 0.64 0.28 -0.06 0.1114
H -0.21395 3.89936 -6.12265 0.45 0.14 0.78 0.1062
H -2.62068 3.52515 -6.67768 0.55 0.34 -0.36 0.1069
H -2.55545 3.62681 -4.95833 0.39 0.10 0.13 0.1119
H -3.81192 1.80953 -5.86508 -0.29 -0.29 0.09 0.1168
H -2.62925 1.40151 -4.67728 0.16 -0.52 0.09 0.1181
H -1.80890 -1.22912 -5.44647 -0.07 0.11 0.37 0.0677
H -3.44167 -0.57156 -5.26529 -0.10 -0.46 0.17 0.0705
H -3.03326 -1.71347 -6.55765 -0.01 0.63 -0.70 0.0755
H -4.16874 0.60806 -7.76988 0.10 -0.06 -0.44 0.0822
H -2.68443 1.16994 -8.74531 -0.62 1.12 0.27 0.0635
H -2.82207 -0.39930 -8.53227 -0.62 -0.63 0.51 0.0695
H 2.10126 1.07298 -6.95880 -0.10 -0.39 0.09 0.0712
H 1.44023 0.89428 -5.29056 -0.46 0.00 -0.20 0.0792
H 1.95283 2.45429 -5.95646 0.14 0.10 0.27 0.0698
H 0.10260 -1.07046 -6.62244 0.02 0.15 0.40 0.0796
O 2.49218 -3.54494 -5.23947 0.32 0.26 0.09 -0.0538
H 2.36719 -4.26420 -5.85855 0.00 -0.21 -0.19 0.0359
H 1.75875 -3.62321 -4.62940 -0.29 0.02 0.28 0.0333
O -3.66725 -2.22308 3.20062 -0.27 0.05 -0.11 -0.0465
H -2.84774 -2.71546 3.15376 0.22 -0.20 -0.13 0.0222
H -3.50434 -1.54809 3.85947 0.04 0.23 0.20 0.0240
O -6.10928 -0.16106 0.84358 -0.10 0.23 -0.20 -0.0545
H -5.27728 -0.33244 1.28476 0.29 -0.14 0.12 0.0162
H -6.75916 -0.63138 1.36576 -0.15 -0.14 0.11 0.0287
O 5.09656 -1.94105 -3.07003 0.03 0.07 0.87 -0.0536
H 4.38417 -1.98056 -3.70813 -0.42 -0.05 -0.31 0.0304
H 5.61720 -2.72550 -3.24272 0.19 -0.18 -0.20 0.0371
```
Positions in Å, forces in eV/Å.

As for the frontier orbital gap: 6.05 eV. Its net charge is 0. The HOMO energy is -7.76 eV. The value obtained for the LUMO energy is -1.703 eV.

No. 2
A single C11H13NO2 molecule at a distorted geometry, computed with ωB97M-V/def2-TZVPD.

Geometry as XYZ:
```
27
Properties=species:S:1:pos:R:3:forces:R:3:nbo_charge:R:1
C 3.45015 -0.33731 0.03776 2.18 -1.57 0.19 -0.2210
C 2.70577 -0.14749 1.15705 -0.39 0.76 1.02 -0.2038
C 2.96506 -0.38500 -1.24371 -1.78 0.35 0.82 -0.2170
C 1.33386 0.19448 1.00866 2.18 -0.90 1.47 -0.1992
C 1.63611 -0.18666 -1.41180 -3.37 1.61 0.15 -0.1974
C 0.82885 0.15335 -0.25799 1.26 -0.01 -2.28 -0.1278
C -1.04264 1.78014 1.21612 0.69 -0.32 -3.59 0.7437
C -0.51167 0.58483 -0.54434 -1.48 3.91 3.29 0.2096
C -1.64558 -0.17924 0.16787 -1.85 2.03 -0.84 0.0998
C -1.16310 -1.50360 0.62715 0.54 -1.31 -1.62 -0.6303
C -2.88670 -0.26415 -0.79088 -0.25 1.73 0.56 -0.6221
N -1.98804 0.78721 1.29266 0.78 0.49 1.35 -0.6726
O -0.67953 2.86549 1.59177 -1.17 -2.31 0.33 -0.5505
O -0.74149 1.31597 -1.73011 -1.55 -2.52 0.30 -0.7273
H 4.47383 -0.70032 0.17341 -0.07 0.59 0.01 0.2062
H 3.31131 -0.16477 2.09878 -1.28 0.04 -0.60 0.2211
H 3.55693 -0.57371 -2.04886 1.81 -0.57 -2.05 0.2104
H 0.75052 0.39527 1.91687 0.19 0.17 -0.67 0.2179
H 0.97525 -0.05689 -2.35425 1.97 -0.66 1.19 0.2309
H -0.26441 -1.50971 1.24385 -0.27 0.22 -0.07 0.2357
H -0.85874 -1.97892 -0.38673 -0.63 -0.02 1.89 0.2270
H -1.94823 -2.01919 1.15740 -0.27 -0.57 -0.11 0.2149
H -3.07383 0.72539 -1.31341 0.32 -0.91 1.03 0.2382
H -3.86203 -0.57475 -0.34067 1.05 -0.07 -0.16 0.2158
H -2.57916 -0.87400 -1.59418 -0.04 -1.23 -0.92 0.2129
H -2.53463 0.57173 2.16944 0.48 0.27 -1.22 0.3916
H -0.20788 2.08186 -1.84186 0.97 0.80 0.51 0.4934
```
Positions in Å, forces in eV/Å.

Its relative energy (zero: lowest compared OMol25 entry of this formula, charge and spin) is 4.349 eV. As for the frontier orbital gap (spin up / spin down): 7.81 / 7.81 eV. Its net charge is 0. The HOMO energy (spin up / spin down) is -7.17 / -7.17 eV. The value obtained for the LUMO energy (spin up / spin down) is 0.638 / 0.639 eV.

No. 3
2 unconnected molecules or ions with the total composition C6H14IPS at a distorted geometry, computed with ωB97M-V/def2-TZVPD.

Geometry as XYZ:
```
23
Properties=species:S:1:pos:R:3:forces:R:3:nbo_charge:R:1
C 1.17217 -2.94305 -0.68794 2.00 0.27 -1.83 -0.6263
C 0.92166 -2.05873 0.43363 0.38 1.03 2.65 -0.5195
C -0.49756 -2.10628 1.04885 -0.88 1.38 -4.77 -0.6020
P 1.32766 -0.25538 0.06137 -1.26 -0.76 0.40 0.5012
S 0.15684 -0.34106 -1.73827 0.46 1.45 0.41 -0.3288
I 3.70303 -0.32406 -0.33360 0.44 -0.16 -0.40 -0.1123
H 2.24959 -3.14812 -0.87487 -0.59 0.09 0.42 0.2212
H 0.69674 -3.79084 -0.36934 -1.09 -2.88 -0.11 0.2124
H 0.80961 -2.59224 -1.64526 -0.49 -0.22 -0.10 0.2092
H 1.48854 -2.49623 1.29600 0.37 1.01 -0.59 0.2340
H -1.31973 -1.94926 0.21887 1.49 -0.21 1.63 0.2064
H -0.55380 -1.33391 1.73238 -0.46 1.69 1.53 0.2086
H -0.71245 -2.98376 1.53283 -0.27 -2.39 1.06 0.2119
H -0.26846 0.92767 -1.42324 0.12 -0.69 -0.49 0.1743
C -1.73953 1.69863 0.32502 -0.86 -0.91 -0.78 -0.4265
C -0.67245 2.47491 0.44104 1.19 0.30 0.04 -0.1845
C -0.63178 3.84138 -0.24415 0.54 -0.63 1.02 -0.6640
H -1.79306 0.65869 0.70603 0.16 0.91 0.06 0.2065
H -2.60211 1.95995 -0.34475 0.86 0.01 0.79 0.1958
H 0.21345 2.12472 1.02431 -0.93 0.41 -0.44 0.2206
H 0.27484 4.42595 -0.35576 0.77 -0.74 0.20 0.2225
H -1.18934 4.45714 0.41692 -1.11 0.89 0.13 0.2248
H -1.03383 3.75385 -1.22008 -0.86 0.16 -0.83 0.2144
```
Positions in Å, forces in eV/Å.

Its relative energy (zero: lowest compared OMol25 entry of this formula, charge and spin) is 0.963 eV. The SMILES is CC(C)P(S)I.C=CC. As for the frontier orbital gap: 8.90 eV. Its net charge is 0. The HOMO energy is -8.71 eV. The value obtained for the LUMO energy is 0.194 eV.